Entry 1:
Here is a cluster of 2 separate species, C15H14FO4S2 in total at a distorted geometry from the Open Molecules 2025 dataset. Energies are from ωB97M-V/def2-TZVPD.

Structure (XYZ):
```
36
Properties=species:S:1:pos:R:3:forces:R:3:lowdin_charge:R:1
F 5.201 0.016 2.189 -0.84 0.93 -0.01 -0.216
S 4.283 1.368 2.135 0.92 -0.29 -0.43 0.651
C 2.705 0.617 2.007 -0.49 0.08 -0.04 -0.220
C 1.606 1.343 1.782 0.71 -0.60 0.31 0.044
O 4.474 1.987 3.411 -0.07 -0.21 -0.56 -0.281
O 4.662 2.021 0.916 -0.24 -0.28 0.94 -0.265
H 2.714 -0.467 2.139 -0.02 0.40 -0.09 0.096
H 0.661 0.812 1.730 0.04 0.30 -0.19 0.048
H 1.605 2.427 1.664 0.03 -0.34 -0.07 0.094
C -4.467 -1.570 2.363 0.13 0.06 -0.08 -0.105
C -4.625 -1.673 0.978 0.18 0.18 0.00 -0.091
C -3.743 -1.010 0.122 -0.03 -0.10 0.33 -0.062
C -2.699 -0.255 0.657 -0.07 -0.20 0.13 -0.275
S -1.609 0.627 -0.476 0.58 -1.99 0.14 0.628
C -0.432 -0.547 -0.910 -0.96 -0.14 0.75 -0.262
C 0.543 -0.328 -1.897 0.51 0.29 -0.57 -0.313
C 1.552 -1.309 -2.187 -0.35 0.52 0.04 -0.082
C 2.574 -1.039 -3.088 -0.31 0.37 -0.02 -0.142
C 2.622 0.196 -3.755 0.08 0.06 -0.05 -0.157
C 1.618 1.156 -3.527 0.23 -0.55 0.06 -0.125
C 0.586 0.897 -2.641 0.20 -0.23 0.02 -0.070
O -2.466 0.997 -1.583 -0.17 0.74 -0.25 -0.352
O -1.043 1.675 0.349 -0.01 1.04 0.05 -0.378
C -2.548 -0.127 2.040 -0.21 -0.27 -0.12 -0.061
C -3.428 -0.799 2.895 -0.02 0.05 -0.29 -0.092
H -5.160 -2.085 3.029 0.17 0.11 -0.14 0.093
H -5.438 -2.258 0.547 0.16 0.11 0.20 0.097
H -3.867 -1.062 -0.957 0.10 0.04 0.19 0.113
H -0.535 -1.498 -0.398 -0.03 0.16 0.00 0.060
H 1.495 -2.269 -1.668 0.11 0.24 -0.11 0.092
H 3.349 -1.788 -3.271 -0.23 0.20 0.03 0.086
H 3.433 0.410 -4.450 -0.15 -0.04 0.15 0.072
H 1.656 2.113 -4.054 -0.05 -0.28 0.11 0.090
H -0.218 1.624 -2.507 0.34 -0.17 0.00 0.088
H -1.759 0.505 2.443 -0.13 -0.13 -0.17 0.101
H -3.302 -0.706 3.974 -0.09 -0.05 -0.26 0.097
```
Forces are in eV/Å.

Properties
Kohn-Sham gap in Eh: 0.2121
LUMO energy in eV: 2.9
Total charge: -1

=====

Entry 2:
Here is a structure of composition C23H30Cl3N9S2SiV from the Open Molecules 2025 dataset. Energies are from ωB97M-V/def2-TZVPD.

Structure (XYZ):
```
69
Properties=species:S:1:pos:R:3:forces:R:3:lowdin_spin:R:1
V 0.971 0.908 -0.125 0.15 -0.56 0.64 2.737
N -0.784 1.117 -3.987 0.02 0.02 0.01 0.001
C -0.439 1.471 -2.713 -0.01 -0.04 -0.03 0.007
S 1.204 1.965 -2.419 0.00 0.10 -0.01 0.011
N -1.401 1.412 -1.820 0.03 0.11 -0.03 0.006
N -0.878 1.720 -0.575 0.15 0.23 -0.30 -0.011
C -1.433 2.616 0.152 -0.10 -0.09 0.03 0.053
C -2.716 3.277 -0.177 0.01 0.00 -0.01 0.005
C -2.782 4.658 -0.332 0.02 0.00 -0.01 0.004
C -3.987 5.268 -0.647 -0.01 0.00 0.00 0.000
C -5.133 4.501 -0.796 0.01 0.00 0.00 0.003
C -5.071 3.123 -0.637 0.00 -0.01 0.00 0.000
C -3.866 2.510 -0.335 -0.01 0.00 0.00 0.004
C -0.648 2.996 1.339 0.03 -0.01 0.06 0.018
C -1.159 3.803 2.344 -0.01 -0.01 0.01 0.004
C -0.339 4.160 3.401 0.00 0.01 0.02 0.016
C 0.964 3.697 3.422 0.01 -0.02 -0.01 0.005
C 1.394 2.869 2.398 -0.04 0.01 0.01 0.019
N 0.617 2.522 1.372 -0.03 0.04 -0.07 0.019
H -0.150 1.405 -4.712 0.00 0.00 0.00 0.000
H -1.768 1.138 -4.203 -0.01 0.00 0.00 0.000
H -1.883 5.254 -0.220 0.00 0.00 0.00 0.000
H -4.030 6.341 -0.776 0.00 0.00 0.00 0.000
H -6.076 4.976 -1.036 0.00 0.00 0.00 0.000
H -5.965 2.522 -0.751 0.00 0.00 0.00 0.000
H -3.804 1.436 -0.214 0.00 0.00 0.00 0.000
H -2.186 4.134 2.294 0.01 -0.01 0.00 0.000
H -0.717 4.788 4.197 0.00 0.00 0.00 0.001
H 1.642 3.947 4.226 0.00 0.00 0.00 0.000
H 2.388 2.444 2.400 0.02 0.02 0.00 0.001
Cl 0.007 -2.660 1.911 0.03 0.00 0.02 -0.003
Si -0.197 -0.526 1.772 -0.10 0.01 -0.02 0.020
Cl -2.326 -0.343 1.859 -0.03 0.02 0.02 -0.006
Cl 0.206 -0.028 3.856 0.00 0.01 -0.03 -0.001
C -1.870 -3.810 -1.174 0.00 0.00 -0.01 0.000
C -2.290 -2.357 -1.192 0.02 0.02 -0.03 0.001
N -1.117 -1.518 -1.053 0.03 -0.08 0.08 0.010
C 0.145 -1.848 -1.440 -0.09 0.00 0.09 0.010
N 1.087 -0.959 -1.273 0.02 0.01 -0.02 0.011
C 2.395 -1.242 -1.864 -0.05 -0.05 -0.01 0.006
C 2.733 -2.720 -1.791 0.01 0.04 -0.01 0.001
C 1.628 -3.497 -2.471 0.00 -0.01 -0.03 0.001
N 0.341 -3.111 -1.926 0.01 0.01 0.00 0.005
C -0.777 -3.997 -2.206 0.00 0.02 -0.03 0.000
H -2.720 -4.454 -1.402 0.00 0.00 0.00 0.000
H -1.487 -4.071 -0.187 -0.01 0.00 0.01 0.000
H -2.968 -2.127 -0.369 0.01 -0.02 0.01 0.000
H -2.811 -2.136 -2.132 -0.02 0.02 0.01 0.000
H -1.286 -0.524 -0.998 -0.02 0.00 -0.11 0.003
H 3.143 -0.667 -1.323 0.01 0.04 -0.03 0.003
H 2.417 -0.888 -2.900 -0.03 -0.03 -0.02 0.000
H 2.810 -3.022 -0.743 -0.01 -0.02 0.00 0.000
H 3.687 -2.927 -2.280 0.00 0.01 0.00 0.000
H 1.745 -4.574 -2.323 0.01 0.00 0.02 0.000
H 1.654 -3.311 -3.553 0.00 -0.03 -0.01 0.000
H -0.392 -5.018 -2.182 0.00 0.00 0.00 0.000
H -1.172 -3.821 -3.217 0.00 0.00 0.00 0.000
S 3.446 0.390 1.068 0.00 0.31 -0.17 0.030
C 3.592 -1.093 1.861 -0.01 -0.14 -0.08 0.004
N 4.417 -2.077 1.442 0.00 0.02 -0.01 0.000
C 4.529 -3.139 2.437 0.01 -0.01 0.01 0.000
C 3.275 -2.884 3.287 0.03 0.01 0.03 0.000
N 2.992 -1.487 2.980 0.01 0.06 0.01 -0.001
H 5.139 -1.855 0.778 -0.02 -0.01 -0.03 0.000
H 5.445 -3.033 3.023 0.00 0.02 0.00 0.000
H 4.518 -4.123 1.971 0.01 0.00 0.00 0.000
H 3.457 -3.025 4.350 -0.01 0.00 0.00 0.000
H 2.438 -3.513 2.979 -0.02 0.01 -0.02 0.000
H 2.197 -0.983 3.358 0.01 -0.01 0.02 0.000
```
Forces are in eV/Å.

Properties
Relative energy (zero: lowest compared OMol25 entry of this formula, charge and spin) in kcal/mol: 0.0
Spin multiplicity: 4
Kohn-Sham gap (spin up / spin down) in Eh: 0.2551 / 0.2732
LUMO energy (spin up / spin down) in eV: 0.1 / -0.1

=====

Entry 3:
Here is an isolated molecule of C21H24N2O6S from the Open Molecules 2025 dataset. Energies are from ωB97M-V/def2-TZVPD.

Structure (XYZ):
```
54
Properties=species:S:1:pos:R:3:forces:R:3:lowdin_charge:R:1
C -7.938 -1.529 -1.303 -0.07 -0.12 -0.15 -0.089
H -7.720 -1.162 -2.310 0.01 -0.02 0.03 0.096
O -7.399 -0.681 -0.317 0.15 0.19 0.22 -0.084
C -6.049 -0.504 -0.283 0.22 -0.02 -0.05 -0.275
C -5.141 -1.092 -1.149 -0.50 -0.01 0.06 -0.020
C -3.786 -0.833 -1.010 0.20 0.12 0.12 0.005
C -3.321 0.007 -0.015 -0.18 -0.07 -0.12 -0.146
C -4.243 0.609 0.866 0.00 -0.11 -0.14 -0.203
C -5.590 0.350 0.725 -0.05 0.05 0.07 0.060
H -6.328 0.787 1.376 -0.05 0.08 0.11 0.117
O -3.701 1.431 1.819 0.14 -0.34 -0.45 -0.092
C -4.571 2.048 2.739 -0.14 0.16 0.22 -0.075
H -5.117 1.307 3.330 0.02 0.02 -0.04 0.100
H -3.933 2.636 3.397 -0.10 -0.03 -0.02 0.096
H -5.281 2.710 2.235 0.03 -0.04 0.01 0.099
N -1.967 0.314 0.190 -0.19 0.34 0.44 0.157
C -0.888 -0.117 -0.502 0.33 0.24 0.48 -0.404
O -0.928 -0.877 -1.446 0.02 -0.12 -0.28 0.084
C 0.422 0.511 0.004 -0.15 0.24 -0.19 -0.181
N 1.457 -0.475 0.178 -0.33 -0.09 0.08 0.010
C 2.397 -0.333 1.146 -0.24 0.00 0.27 -0.412
O 2.405 0.559 1.984 0.07 0.07 0.20 0.039
C 3.347 -1.440 0.968 0.23 -0.52 -0.34 -0.091
C 4.467 -1.782 1.705 -0.16 0.12 -0.01 -0.001
C 5.206 -2.878 1.292 0.09 0.03 0.11 -0.078
C 4.829 -3.604 0.169 -0.03 -0.05 -0.10 -0.073
C 3.710 -3.254 -0.572 -0.03 -0.01 -0.03 -0.015
C 2.970 -2.163 -0.163 0.18 0.29 0.49 -0.135
C 1.753 -1.539 -0.757 -0.14 -0.29 -0.47 -0.073
H 1.975 -1.126 -1.746 -0.06 -0.06 0.03 0.138
H 0.912 -2.231 -0.850 0.17 0.06 0.00 0.135
H 3.430 -3.819 -1.448 -0.02 -0.08 -0.10 0.115
H 5.423 -4.453 -0.135 0.04 -0.07 -0.02 0.103
H 6.085 -3.172 1.845 0.06 -0.02 0.04 0.101
H 4.747 -1.207 2.574 0.03 0.06 0.10 0.118
C 0.825 1.641 -0.967 -0.03 -0.30 0.07 -0.134
C 1.878 2.565 -0.377 0.64 -0.16 -0.05 -0.199
H 1.869 2.547 0.709 -0.04 0.06 0.12 0.090
H 1.777 3.583 -0.740 0.06 0.07 -0.01 0.101
S 3.573 2.080 -0.886 0.40 0.61 0.12 0.648
O 3.598 0.700 -1.294 -0.11 -0.31 0.25 -0.299
O 4.010 3.041 -1.866 0.01 0.31 0.05 -0.333
C 4.589 2.284 0.597 -0.65 -0.12 -0.52 -0.115
H 4.117 1.739 1.406 -0.03 -0.06 0.13 0.037
H 5.568 1.877 0.380 0.13 -0.06 -0.22 0.072
H 4.652 3.343 0.808 0.00 0.21 0.03 0.067
H 1.211 1.199 -1.887 -0.21 -0.03 -0.09 0.122
H -0.073 2.212 -1.218 0.09 0.05 -0.01 0.129
H 0.267 0.948 1.000 -0.01 -0.07 -0.19 0.151
H -1.830 0.940 0.972 0.19 -0.13 -0.13 0.141
H -3.079 -1.290 -1.681 0.03 -0.01 -0.01 0.104
H -5.463 -1.752 -1.937 -0.07 -0.06 -0.07 0.103
H -7.563 -2.552 -1.200 0.00 0.04 -0.01 0.096
H -9.014 -1.522 -1.141 0.07 -0.03 -0.05 0.092
```
Forces are in eV/Å.

Properties
Relative energy (zero: lowest compared OMol25 entry of this formula, charge and spin) in kcal/mol: 28.3
Kohn-Sham gap in Eh: 0.3152
LUMO energy in eV: 0.5

=====

Entry 4:
Here is an isolated molecule of C7H11N at a distorted geometry from the Open Molecules 2025 dataset. Energies are from ωB97M-V/def2-TZVPD.

Structure (XYZ):
```
19
Properties=species:S:1:pos:R:3:forces:R:3:lowdin_charge:R:1
C 2.103 1.160 0.055 2.03 1.51 -0.40 -0.117
C 1.244 -0.810 0.011 -3.95 -0.64 -0.39 -0.305
C 1.219 -2.152 -0.017 -2.97 1.85 0.70 0.086
C 0.664 1.526 -0.096 0.52 -0.56 -3.49 -0.121
C -0.047 0.177 -0.066 1.73 -0.56 0.89 -0.445
C -0.929 -0.056 -1.281 0.31 0.81 2.85 -0.020
C -0.879 0.071 1.215 0.87 2.15 -1.68 -0.033
N 2.388 -0.073 0.096 1.24 0.18 0.03 0.090
H 3.009 1.860 0.013 -1.65 -0.61 0.28 0.135
H 2.121 -2.528 0.218 3.03 -1.95 0.32 0.013
H 0.314 -2.779 0.138 0.69 0.72 -0.61 0.083
H 0.287 2.158 0.612 -0.69 1.82 2.10 0.077
H 0.471 2.075 -1.099 0.55 -0.81 1.36 0.152
H -1.440 0.869 -1.417 -0.92 0.40 -0.49 0.082
H -1.530 -0.838 -0.912 -1.32 -1.07 -0.64 0.071
H -0.334 -0.304 -2.073 1.17 -0.72 -2.34 0.062
H -1.572 0.860 1.398 -0.77 0.92 -0.59 0.087
H -0.350 0.075 2.085 2.29 0.08 2.30 0.062
H -1.391 -0.784 1.276 -2.14 -3.51 -0.19 0.040
```
Forces are in eV/Å.

Properties
Relative energy (zero: lowest compared OMol25 entry of this formula, charge and spin) in kcal/mol: 53.5
Kohn-Sham gap in Eh: 0.3577
LUMO energy in eV: 0.9

=====

Entry 5:
Here is a cluster of 2 separate species, C5H6N5O in total at a distorted geometry from the Open Molecules 2025 dataset. Energies are from ωB97M-V/def2-TZVPD.

Structure (XYZ):
```
17
Properties=species:S:1:pos:R:3:forces:R:3:lowdin_charge:R:1
C -3.239 -1.347 -0.217 0.82 0.35 0.27 -0.127
C -1.281 -0.750 0.186 -1.21 1.04 0.10 -0.326
C 0.098 -0.597 0.105 3.70 -1.12 -1.19 0.185
C 0.865 2.601 0.280 -1.00 -2.02 0.27 -0.370
C 2.542 -1.010 -0.377 0.31 -2.75 -1.25 0.000
N -1.969 -1.666 -0.459 0.91 -0.85 -0.02 0.155
N -3.376 -0.203 0.496 -0.33 -0.91 -0.21 0.124
N -2.137 0.129 0.762 1.29 3.34 0.71 0.052
N 1.937 2.349 -0.209 2.67 2.55 -0.54 0.184
N 1.224 -0.741 -0.162 -5.52 1.13 1.16 0.175
O -0.205 2.383 0.710 0.06 1.02 0.06 0.128
H -3.926 -2.078 -0.581 -1.19 0.50 0.10 0.123
H 2.637 -1.615 -1.304 -0.02 0.28 0.62 0.153
H 3.063 -0.150 -0.469 1.68 2.91 -0.47 0.061
H -1.838 1.147 1.108 -1.16 -2.96 -0.74 0.214
H 2.717 3.075 -0.342 -1.71 -1.58 0.23 0.153
H 2.888 -1.526 0.473 0.70 -0.94 0.90 0.114
```
Forces are in eV/Å.

Properties
Relative energy (zero: lowest compared OMol25 entry of this formula, charge and spin) in kcal/mol: 45.5
Kohn-Sham gap in Eh: 0.3537
LUMO energy in eV: -4.8
Total charge: +1